Record 1
ORCA calculation (ωB97M-V/def2-TZVPD) on a cluster of 6 separate species, C36H30F6 in total.

## Properties
total energy = -54122.448 eV
ΔE to the lowest compared entry with this formula, charge and spin = 24.5 kcal per mole
largest force on an atom = 2.2 eV Å⁻¹
orbital gap = 9.59 eV

XYZ file:
```
72
C36H30F6 (ωB97M-V/def2-TZVPD)
F -9.4963 -16.0918 11.9307
C -10.1680 -15.1105 11.3093
C -9.5531 -14.5018 10.2451
C -10.2798 -13.5386 9.5536
C -11.5624 -13.2050 9.9824
C -12.1169 -13.8426 11.0869
C -11.4200 -14.7954 11.7609
H -8.5507 -14.8366 9.9250
H -9.8619 -12.8979 8.7657
H -12.1247 -12.4895 9.4032
H -13.0793 -13.5927 11.5214
H -11.8741 -15.3016 12.5970
F -16.6128 -6.9796 6.4197
C -15.5025 -7.2120 7.0972
C -15.1201 -8.4776 7.3536
C -13.9603 -8.6941 8.0703
C -13.2259 -7.6442 8.5544
C -13.6231 -6.3276 8.2779
C -14.8013 -6.1014 7.5780
H -15.7082 -9.2763 6.9216
H -13.6270 -9.7008 8.3072
H -12.3461 -7.8293 9.1682
H -13.0947 -5.4760 8.6259
H -15.1299 -5.0770 7.4008
F -9.5605 -9.6205 14.6916
C -9.4536 -10.9474 14.5608
C -10.1414 -11.7568 15.4443
C -10.0965 -13.1589 15.3672
C -9.3263 -13.7047 14.3410
C -8.6566 -12.8555 13.4452
C -8.6536 -11.4638 13.5674
H -10.8357 -11.3045 16.1285
H -10.6377 -13.7755 16.0897
H -9.1141 -14.7544 14.1912
H -8.0197 -13.3139 12.6716
H -8.0409 -10.8218 12.9763
F -18.9046 -8.6062 13.1865
C -18.4260 -9.0766 14.3358
C -18.0461 -8.1265 15.2760
C -17.6477 -8.6151 16.5445
C -17.7243 -9.9667 16.8081
C -18.0151 -10.8804 15.7966
C -18.3821 -10.4534 14.5412
H -18.0506 -7.0412 15.2215
H -17.3958 -7.9524 17.3610
H -17.3665 -10.3074 17.7597
H -17.9813 -11.9644 16.0073
H -18.6256 -11.1241 13.7321
F -14.7675 -13.5339 20.2075
C -14.4273 -12.7992 19.1371
C -14.5552 -11.4193 19.2416
C -14.1963 -10.6309 18.1385
C -13.7069 -11.2289 16.9928
C -13.5607 -12.6326 16.9613
C -13.8763 -13.4433 18.0437
H -14.9304 -11.0008 20.1638
H -14.3905 -9.5572 18.0388
H -13.3727 -10.5804 16.2038
H -13.1334 -13.1617 16.0869
H -13.8404 -14.5235 18.0002
F -14.8496 -8.2152 11.8243
C -14.2337 -9.3357 12.2490
C -13.0281 -9.6996 11.6865
C -12.3280 -10.7138 12.3335
C -12.8989 -11.4528 13.3302
C -14.2359 -11.2349 13.7130
C -14.9050 -10.1326 13.1814
H -12.5934 -9.0278 10.9760
H -11.2968 -10.9884 12.1136
H -12.3649 -12.2344 13.8544
H -14.8057 -11.8433 14.4068
H -15.8920 -9.9028 13.5118
```

Record 2
ORCA calculation (ωB97M-V/def2-TZVPD) on a cluster of 2 separate species, C4H9N2O in total.

## Properties
total energy = -9309.962 eV
ΔE to the lowest compared entry with this formula, charge and spin = 139.6 kcal per mole
total charge = +1
largest force on an atom = 3.7 eV Å⁻¹
orbital gap = 9.26 eV

XYZ file:
```
16
C4H9N2O (ωB97M-V/def2-TZVPD)
C 2.3189 0.5609 0.3929
C -0.9876 -1.1882 0.4953
C -2.4589 0.4022 -0.8418
C -1.9203 -0.2221 0.3711
N 3.1737 0.2742 -0.4055
N 1.0970 0.6549 0.7738
O 4.2856 -0.4313 -0.6517
H -0.7446 -1.7575 -0.4257
H -0.6548 -1.6796 1.4956
H 4.8555 -0.1591 -1.4476
H -2.0925 -0.0062 -1.7384
H -2.1806 1.5126 -0.6866
H -3.5541 0.4012 -0.7919
H -2.3225 0.3289 1.2511
H 0.9578 1.2229 1.6533
H 0.2273 0.0862 0.5560
```

Record 3
ORCA calculation (ωB97M-V/def2-TZVPD) on an isolated molecule of C4H8Cl3N.

## Properties
total energy = -43334.041 eV
ΔE to the lowest compared entry with this formula, charge and spin = 9.5 kcal per mole
largest force on an atom = 5.1 eV Å⁻¹
orbital gap = 10.25 eV

XYZ file:
```
16
C4H8Cl3N (ωB97M-V/def2-TZVPD)
C 1.1934 0.8113 -0.9384
C 0.3871 0.1700 0.1865
C 1.3070 -0.8499 1.0022
N -0.7192 -0.5826 -0.3999
C -2.1591 -0.0877 0.1326
Cl -2.1836 -0.1612 1.8200
Cl -2.4302 1.5939 -0.4637
Cl -3.2915 -1.0703 -0.7355
H 1.4053 -0.0131 -1.6331
H 0.7421 1.5628 -1.5906
H 2.0924 1.1579 -0.4788
H -0.0538 1.0145 0.7845
H 0.6064 -1.0393 1.7928
H 2.1081 -0.3190 1.5673
H 1.6344 -1.7512 0.4241
H -0.6387 -0.4360 -1.4698
```

Record 4
ORCA calculation (ωB97M-V/def2-TZVPD) on a cluster of 6 separate species, C18H52BN3O5 in total.

## Properties
total energy = -34885.059 eV
ΔE to the lowest compared entry with this formula, charge and spin = 106.7 kcal per mole
largest force on an atom = 4.6 eV Å⁻¹
orbital gap = 8.13 eV

XYZ file:
```
79
C18H52BN3O5 (ωB97M-V/def2-TZVPD)
O -0.0440 -1.5986 -0.0893
H -0.5462 -1.5970 -0.9074
H 0.6459 -2.2636 -0.1489
H -0.6217 -1.7534 0.6616
B 1.8017 -3.3798 -3.3151
H 1.4122 -4.3020 -2.9125
H 1.2501 -2.5620 -2.8780
H 2.8519 -3.2585 -3.0994
H 1.6778 -3.3720 -4.3869
C -2.6588 -1.1654 -2.5638
O -1.2804 -0.7292 -2.4363
H -3.0363 -1.5108 -1.6014
H -3.2989 -0.3408 -2.8775
H -2.8222 -1.8916 -3.3600
H -1.0411 -0.6862 -3.3650
C -1.2361 -3.9642 2.0123
C -2.0633 -2.7569 2.2196
C -1.4875 -1.6922 3.1036
O -0.1460 -1.3520 2.6814
C 0.8811 -1.6850 3.6592
N -2.4743 -2.2098 0.9166
H -0.4284 -3.7024 1.3287
H -1.8484 -4.6781 1.4615
H -0.6911 -4.4460 2.8241
H -2.9940 -3.1440 2.6343
H -1.5725 -2.0732 4.1213
H -2.0763 -0.7773 3.1700
H 0.9942 -2.7691 3.6498
H 0.6068 -1.4518 4.6880
H 1.8129 -1.2399 3.3101
H -3.3100 -1.6581 1.0486
H -2.7898 -3.0370 0.4305
C 3.9893 -4.2114 0.0872
C 2.9586 -3.0774 0.1613
C 3.4672 -1.6852 -0.2558
O 2.7976 -0.5528 0.2587
C 3.4995 0.6240 0.0557
N 1.7349 -3.5351 -0.4290
H 3.5914 -5.1295 0.5193
H 4.8374 -3.8809 0.6869
H 4.2264 -4.3480 -0.9679
H 2.7010 -2.9970 1.2174
H 3.3007 -1.6841 -1.3330
H 4.5337 -1.5298 -0.0928
H 4.3290 0.5433 0.7582
H 2.9618 1.5299 0.3355
H 3.9314 0.7140 -0.9410
H 1.6959 -3.3927 -1.4281
H 1.5718 -4.5287 -0.3490
C -0.6192 1.5909 0.2582
C -1.5812 2.7213 0.4970
C -1.0690 3.6783 1.6192
C 0.0922 4.5629 1.2297
C -0.3398 5.3651 -0.0053
C -0.9494 4.6120 -1.1867
N -1.8802 3.5720 -0.7225
O -2.6677 3.0377 -1.7418
C -1.5688 5.6657 -2.1856
C 0.1977 3.9364 -1.9348
C -2.8668 2.0319 0.8601
H -0.5336 0.9246 1.1166
H 0.4061 1.9103 0.0719
H -1.0108 1.0917 -0.6281
H -1.8791 4.3676 1.8571
H -0.7534 3.0507 2.4526
H 0.9546 3.9815 0.9037
H 0.4663 5.2144 2.0195
H 0.5660 5.8436 -0.3777
H -1.0670 6.0223 0.4716
H -0.7768 6.3667 -2.4490
H -2.0763 5.2923 -3.0751
H -2.2519 6.2125 -1.5357
H 0.9280 3.4452 -1.2918
H -0.2975 3.3836 -2.7330
H 0.7068 4.6728 -2.5566
H -2.6699 1.5873 1.8356
H -3.0940 1.0417 0.4651
H -3.8403 2.5195 0.8090
H -2.1200 2.4872 -2.3062
```